DFT (ωB97M-V/def2-TZVPD) results for a 2-piece molecular cluster, BrClOS overall.

Geometry (Å):
O 0.216 -1.798 -0.223
S -0.048 -0.595 0.494
Cl 1.581 1.835 -0.120
Br -1.749 0.557 -0.150

The value obtained for the gap between HOMO and LUMO (alpha / beta) is 8.35 / 6.32 eV. The calculation puts the HOMO energy (alpha / beta) at -10.940 / -9.838 eV. As for the lowest unoccupied orbital energy (alpha / beta): -2.589 / -3.513 eV. Its charge is 0.

Electronic structure analysis, natural (NBO) charges in units of e: atom 1 (O): -0.757, atom 2 (S): 1.140, atom 3 (Cl): -0.328, atom 4 (Br): -0.055

=====

DFT (ωB97M-V/def2-TZVPD) results for C30H42N5RhSb as an isolated structure.

Geometry (Å):
Rh 1.242 0.384 0.907
C 2.782 0.869 3.612
C 3.734 0.919 2.402
N 3.174 1.567 1.205
C 3.012 3.026 1.240
C 1.786 3.451 2.053
N 0.634 2.603 1.710
C -0.279 2.343 2.822
C 0.355 1.386 3.856
N 1.389 0.526 3.257
H 2.800 1.822 4.139
H 3.185 0.118 4.297
H 3.993 -0.105 2.114
H 4.652 1.430 2.720
H 3.800 1.342 0.429
H 2.900 3.365 0.206
H 3.905 3.506 1.656
H 1.581 4.506 1.842
H 1.982 3.366 3.118
H 0.109 3.057 0.964
H -1.179 1.880 2.403
H -0.576 3.272 3.322
H -0.445 0.772 4.274
H 0.787 1.962 4.678
H 1.209 -0.440 3.524
C 4.360 -4.144 0.979
N 2.964 -3.918 0.662
C 2.129 -5.093 0.528
C 2.472 -2.736 0.683
N 2.038 -1.656 0.676
H 4.776 -4.872 0.283
H 4.455 -4.543 1.993
H 4.929 -3.221 0.906
H 2.612 -5.802 -0.146
H 1.152 -4.835 0.128
H 2.000 -5.580 1.499
C 1.476 0.607 -2.861
C 0.734 -0.663 -3.125
C 1.055 -1.465 -4.220
C 0.399 -2.666 -4.434
C -0.604 -3.082 -3.573
C -0.960 -2.286 -2.494
C -0.305 -1.083 -2.297
Sb -0.920 0.279 -0.726
C -1.861 1.896 -1.832
C -1.422 3.175 -1.539
C -1.971 4.278 -2.175
C -2.977 4.088 -3.116
C -3.395 2.810 -3.427
C -2.842 1.682 -2.812
C -3.263 0.318 -3.231
C -2.322 -0.893 0.431
C -1.844 -2.147 0.786
C -2.654 -3.015 1.494
C -3.928 -2.605 1.868
C -4.376 -1.337 1.547
C -3.573 -0.435 0.847
C -4.041 0.957 0.580
H 2.349 0.692 -3.503
H 1.810 0.643 -1.807
H 0.835 1.471 -3.055
H 1.840 -1.152 -4.892
H 0.688 -3.291 -5.266
H -1.116 -4.019 -3.736
H -1.766 -2.598 -1.842
H -0.624 3.322 -0.822
H -1.618 5.270 -1.941
H -3.422 4.941 -3.608
H -4.170 2.668 -4.168
H -4.194 0.353 -3.790
H -3.379 -0.355 -2.380
H -2.503 -0.108 -3.891
H -0.845 -2.447 0.488
H -2.301 -4.001 1.749
H -4.559 -3.268 2.439
H -5.355 -1.018 1.868
H -4.961 1.163 1.120
H -4.243 1.101 -0.483
H -3.289 1.690 0.881

The value obtained for the gap between HOMO and LUMO (alpha / beta) is 9.00 / 4.18 eV. The calculation puts the HOMO energy (alpha / beta) at -16.404 / -16.393 eV. As for the lowest unoccupied orbital energy (alpha / beta): -7.402 / -12.212 eV. The expectation value of S² is 6.020. Its charge is +3. Its spin multiplicity is 5.

Atom charges from the Löwdin analysis, given in e for atoms 1 to 4: atom 1 (Rh): 0.927, atom 2 (C): -0.156, atom 3 (C): -0.176, atom 4 (N): -0.139

=====

DFT (ωB97M-V/def2-TZVPD) results for C18H23ClN3O11P2Ru as an isolated structure.

Geometry (Å):
Ru 0.267 0.064 -0.032
C 2.695 -3.107 -2.246
C 2.024 -1.867 -1.746
N 1.112 -1.890 -0.849
O 0.774 -3.115 -0.311
C 2.403 -0.553 -2.253
C 3.454 -0.312 -3.282
N 1.789 0.466 -1.709
O 2.059 1.648 -2.049
H 2.286 -3.989 -1.766
H 3.766 -3.050 -2.045
H 2.568 -3.190 -3.326
H 0.297 -2.841 0.495
H 3.923 -1.233 -3.619
H 4.220 0.355 -2.878
H 3.028 0.208 -4.145
Cl 4.330 2.401 5.903
C 3.609 1.659 4.505
C 3.932 0.330 4.186
C 3.377 -0.279 3.093
C 2.458 0.403 2.250
O 1.967 -0.210 1.231
C 2.149 1.748 2.594
C 1.259 2.542 1.802
O 0.612 2.188 0.817
C 2.739 2.356 3.719
H 4.629 -0.207 4.817
H 3.621 -1.302 2.838
H 1.153 3.591 2.125
H 2.494 3.386 3.953
C -4.592 -1.354 1.526
C -3.215 -1.673 0.975
O -3.027 -3.096 0.972
P -3.029 -1.184 -0.784
O -3.898 -2.260 -1.554
O -3.871 0.119 -1.088
O -1.603 -1.107 -1.181
P -1.831 -0.844 1.837
O -2.295 -0.921 3.360
O -1.709 0.567 1.321
O -0.591 -1.665 1.573
H -5.362 -1.810 0.902
H -4.754 -0.277 1.549
H -4.672 -1.750 2.537
H -2.076 -3.262 1.063
H -3.771 -3.133 -1.150
H -3.336 0.926 -1.024
H -1.700 -0.470 3.972
C -2.482 3.094 -3.161
C -2.466 3.334 -1.795
C -1.637 2.566 -0.993
N -0.866 1.595 -1.487
C -0.878 1.368 -2.799
C -1.668 2.097 -3.672
H -3.118 3.676 -3.815
H -3.079 4.106 -1.351
H -1.583 2.711 0.077
H -0.241 0.571 -3.157
H -1.643 1.876 -4.729

The value obtained for the gap between HOMO and LUMO (alpha / beta) is 7.68 / 6.39 eV. The calculation puts the HOMO energy (alpha / beta) at -7.605 / -7.516 eV. As for the lowest unoccupied orbital energy (alpha / beta): 0.080 / -1.129 eV. The expectation value of S² is 8.759. Its charge is 0. Its spin multiplicity is 6.

Atom charges from the natural (NBO) analysis, given in e for atoms 1 to 4: atom 1 (Ru): 1.679, atom 2 (C): -0.677, atom 3 (C): 0.261, atom 4 (N): -0.192

=====

How do the records compare in ΔE to the lowest compared entry with this formula, charge and spin? In the order shown, they have 35.9, 18.4, 0.0 kcal/mol.
How do the records compare in max |F|? In the order shown, they have 2.5, 2.7, 0.3 eV/Å.